Record 1
Below is a cluster of 2 separate species, C9H14O2 in total, with properties calculated with the ωB97M-V functional and the def2-TZVPD basis.

Structure (XYZ):
```
25
Properties=species:S:1:pos:R:3:nbo_charge:R:1
O -2.085 1.512 -0.617 -0.545
O -1.701 0.693 1.550 -0.545
C -1.468 0.433 -1.303 -0.265
C -3.068 0.541 1.903 -0.262
C -1.507 1.737 0.638 0.222
H -1.934 0.364 -2.300 0.192
H -1.611 -0.528 -0.781 0.179
H -0.386 0.606 -1.432 0.176
H -3.478 1.472 2.330 0.169
H -3.690 0.245 1.042 0.180
H -3.127 -0.252 2.668 0.192
H -0.411 1.876 0.561 0.156
H -1.941 2.686 1.009 0.152
C 2.721 0.279 -0.027 -0.220
C 1.917 -0.464 0.838 -0.219
C 3.004 -0.206 -1.305 -0.218
C 1.397 -1.692 0.427 -0.203
C 2.484 -1.434 -1.716 -0.218
C 1.680 -2.176 -0.851 -0.222
H 3.130 1.245 0.297 0.215
H 1.694 -0.082 1.843 0.220
H 3.637 0.378 -1.986 0.215
H 0.764 -2.276 1.108 0.216
H 2.707 -1.815 -2.721 0.215
H 1.271 -3.142 -1.175 0.215
```

For the LUMO energy, the calculation gives 0.961 eV. Its net charge is 0. The value obtained for the energy above the lowest of the compared OMol25 structures with the same formula, charge and spin is 38.6 kcal per mole. The SMILES is c1ccccc1.COCOC.



Record 2
Below is a structure of composition C25H24F2MoN2O3Te, with properties calculated with the ωB97M-V functional and the def2-TZVPD basis.

Structure (XYZ):
```
58
Properties=species:S:1:pos:R:3:nbo_charge:R:1
Mo 0.856 -0.797 0.083 1.141
C 3.311 2.204 1.507 -0.252
O 4.523 1.482 1.763 -0.491
C 4.494 0.158 2.018 0.281
C 5.576 -0.354 2.734 -0.216
C 5.664 -1.698 3.050 -0.211
C 4.663 -2.570 2.656 -0.204
C 3.580 -2.092 1.926 -0.087
C 2.541 -3.031 1.521 0.137
N 1.492 -2.715 0.861 -0.350
N 0.587 -3.771 0.655 -0.361
C -0.434 -3.343 -0.001 0.547
O -0.500 -2.094 -0.451 -0.678
C -1.612 -4.206 -0.207 -0.056
C -2.802 -3.636 -0.647 -0.193
C -3.941 -4.419 -0.762 -0.213
C -3.888 -5.769 -0.452 -0.190
C -2.693 -6.343 -0.034 -0.213
C -1.555 -5.565 0.093 -0.185
C 3.505 -0.734 1.599 0.236
O 2.469 -0.289 0.848 -0.627
H 3.571 3.251 1.646 0.193
H 2.531 1.924 2.215 0.193
H 2.954 2.047 0.491 0.196
H 6.345 0.345 3.036 0.231
H 6.512 -2.061 3.615 0.222
H 4.711 -3.623 2.904 0.218
H 2.642 -4.070 1.820 0.207
H -2.827 -2.583 -0.890 0.233
H -4.870 -3.974 -1.095 0.217
H -4.780 -6.378 -0.531 0.215
H -2.649 -7.400 0.194 0.217
H -0.620 -5.995 0.424 0.234
F 0.132 0.747 2.421 -0.370
C -0.359 -0.355 1.752 0.349
F -0.348 -1.375 2.683 -0.375
H -1.407 -0.157 1.517 0.139
C -3.544 6.073 -2.359 -0.630
C -2.637 4.892 -2.137 0.010
C -1.545 4.975 -1.284 -0.221
C -0.690 3.898 -1.079 -0.063
C 0.477 4.057 -0.142 -0.640
C -0.946 2.699 -1.758 -0.139
Te 0.476 1.142 -1.616 0.068
C -2.050 2.578 -2.610 -0.048
C -2.412 1.318 -3.354 -0.642
C -2.873 3.688 -2.782 -0.222
H -3.218 6.935 -1.780 0.214
H -4.570 5.839 -2.069 0.219
H -3.561 6.359 -3.412 0.219
H -1.346 5.906 -0.765 0.203
H 0.474 5.050 0.306 0.215
H 1.425 3.922 -0.669 0.223
H 0.444 3.314 0.659 0.229
H -1.732 0.498 -3.140 0.227
H -2.398 1.495 -4.432 0.222
H -3.422 1.002 -3.087 0.220
H -3.727 3.600 -3.447 0.202
```

For the LUMO energy (spin up / spin down), the calculation gives -0.998 / -1.223 eV. Its net charge is 0. The value obtained for the energy above the lowest of the compared OMol25 structures with the same formula, charge and spin is 12.7 kcal per mole.



Record 3
Below is a cluster of 10 separate species, C58H136F24N3O3P7 in total in a non-equilibrium geometry, with properties calculated with the ωB97M-V functional and the def2-TZVPD basis.

Structure (XYZ):
```
231
Properties=species:S:1:pos:R:3:lowdin_charge:R:1
C 4.630 -2.590 -2.233 -0.091
C 3.318 -2.438 -3.009 -0.270
C 2.860 -1.004 -3.209 -0.226
C 1.584 -0.911 -4.065 -0.262
P 1.790 -0.438 -5.796 1.015
C 2.538 -1.820 -6.692 -0.264
C 2.503 -1.655 -8.214 -0.259
C 3.370 -2.660 -8.955 -0.236
C 2.648 -4.040 -9.048 -0.089
C 2.807 1.041 -5.865 -0.251
C 2.262 2.219 -5.025 -0.252
C 3.125 3.465 -5.125 -0.234
C 2.633 4.567 -4.195 -0.086
C 0.212 -0.020 -6.557 -0.254
C -0.890 -1.067 -6.505 -0.222
C -1.671 -0.917 -5.203 -0.277
C -2.667 -2.055 -4.895 -0.078
H 5.370 -1.870 -2.590 0.078
H 4.901 -3.641 -2.289 0.080
H 4.542 -2.319 -1.179 0.048
H 2.538 -3.073 -2.572 0.111
H 3.499 -2.999 -3.939 0.098
H 3.667 -0.413 -3.652 0.106
H 2.680 -0.586 -2.218 0.085
H 0.921 -0.138 -3.658 0.062
H 1.031 -1.853 -4.013 0.102
H 2.062 -2.747 -6.360 0.100
H 3.552 -1.906 -6.283 0.106
H 2.835 -0.637 -8.449 0.106
H 1.467 -1.719 -8.551 0.110
H 4.331 -2.872 -8.484 0.106
H 3.583 -2.339 -9.973 0.107
H 1.778 -4.021 -8.385 0.059
H 3.262 -4.869 -8.700 0.071
H 2.297 -4.247 -10.056 0.073
H 2.810 1.313 -6.928 0.103
H 3.836 0.827 -5.572 0.103
H 2.221 1.872 -3.985 0.078
H 1.201 2.384 -5.231 0.096
H 3.119 3.830 -6.153 0.117
H 4.125 3.141 -4.821 0.116
H 1.592 4.796 -4.456 0.086
H 3.138 5.529 -4.248 0.061
H 2.589 4.199 -3.167 0.049
H 0.493 0.220 -7.588 0.102
H -0.138 0.912 -6.104 0.090
H -0.489 -2.092 -6.492 0.106
H -1.525 -1.035 -7.391 0.124
H -2.236 0.013 -5.263 0.095
H -0.986 -0.753 -4.375 0.064
H -3.541 -1.989 -5.546 0.072
H -2.932 -2.022 -3.840 0.046
H -2.187 -3.004 -5.146 0.074
C 4.450 8.647 -3.686 -0.108
C 2.989 8.404 -3.454 -0.276
C 2.636 7.962 -2.026 -0.253
C 1.195 7.485 -1.881 -0.268
P 0.717 6.963 -0.229 1.016
C -1.029 6.453 -0.221 -0.242
C -2.092 7.518 0.028 -0.258
C -3.432 7.244 -0.669 -0.250
C -4.390 8.410 -0.322 -0.102
C 1.631 5.497 0.221 -0.270
C 1.571 4.299 -0.726 -0.234
C 2.534 3.172 -0.375 -0.215
C 2.071 1.867 -1.009 -0.104
C 1.005 8.327 0.942 -0.250
C 0.815 7.990 2.428 -0.250
C 1.306 9.101 3.372 -0.259
C 1.087 8.682 4.815 -0.105
H 4.776 8.788 -4.714 0.077
H 5.031 7.778 -3.351 0.076
H 4.826 9.481 -3.087 0.080
H 2.616 7.606 -4.108 0.090
H 2.351 9.264 -3.680 0.117
H 2.919 8.769 -1.344 0.110
H 3.305 7.146 -1.721 0.108
H 0.880 6.705 -2.577 0.095
H 0.551 8.347 -2.109 0.111
H -1.051 5.748 0.624 0.095
H -1.239 5.829 -1.096 0.100
H -1.723 8.457 -0.406 0.104
H -2.246 7.683 1.094 0.112
H -3.792 6.256 -0.387 0.111
H -3.270 7.322 -1.747 0.108
H -4.127 9.300 -0.890 0.074
H -4.307 8.577 0.751 0.071
H -5.417 8.158 -0.584 0.069
H 1.477 5.291 1.287 0.083
H 2.688 5.823 0.248 0.111
H 1.609 4.665 -1.753 0.073
H 0.580 3.861 -0.555 0.102
H 2.535 3.046 0.710 0.117
H 3.553 3.396 -0.700 0.115
H 0.985 1.801 -1.043 0.032
H 2.448 0.981 -0.491 0.067
H 2.416 1.722 -2.039 0.050
H 0.338 9.154 0.675 0.103
H 2.002 8.741 0.763 0.094
H 1.429 7.113 2.635 0.103
H -0.230 7.830 2.686 0.101
H 0.877 10.079 3.139 0.111
H 2.369 9.220 3.135 0.110
H 1.587 9.376 5.493 0.073
H 1.518 7.690 4.991 0.078
H 0.074 8.532 5.190 0.079
C -0.962 -2.132 5.170 -0.105
C -0.741 -3.420 5.969 -0.250
C 0.304 -4.315 5.267 -0.241
C 0.469 -5.663 5.966 -0.244
P 1.706 -6.674 5.088 1.011
C 1.755 -8.259 5.958 -0.261
C 2.157 -8.191 7.433 -0.258
C 1.907 -9.487 8.200 -0.272
C 3.044 -10.506 8.079 -0.094
C 1.164 -7.054 3.417 -0.238
C -0.278 -7.592 3.416 -0.261
C -1.279 -6.843 2.522 -0.258
C -2.720 -7.210 2.815 -0.092
C 3.325 -5.849 5.283 -0.264
C 4.641 -6.350 4.647 -0.217
C 5.778 -5.456 5.160 -0.262
C 5.570 -3.973 4.895 -0.106
H -1.703 -1.512 5.678 0.062
H -1.348 -2.310 4.161 0.056
H -0.010 -1.613 5.051 0.084
H -1.669 -4.000 6.014 0.107
H -0.470 -3.132 6.986 0.114
H 1.230 -3.741 5.270 0.114
H -0.141 -4.471 4.284 0.102
H -0.483 -6.183 5.850 0.098
H 0.818 -5.662 6.998 0.096
H 2.517 -8.856 5.448 0.104
H 0.772 -8.730 5.909 0.101
H 1.607 -7.418 7.985 0.100
H 3.189 -7.873 7.611 0.114
H 0.917 -9.913 7.987 0.110
H 1.728 -9.311 9.267 0.110
H 3.931 -10.104 8.565 0.077
H 3.290 -10.660 7.026 0.068
H 2.743 -11.451 8.526 0.077
H 1.820 -7.805 2.979 0.108
H 1.206 -6.125 2.838 0.098
H -0.704 -7.746 4.417 0.087
H -0.314 -8.648 3.117 0.122
H -1.053 -7.025 1.468 0.118
H -1.026 -5.787 2.662 0.088
H -2.887 -8.238 3.132 0.080
H -3.358 -7.009 1.953 0.067
H -3.099 -6.517 3.573 0.073
H 3.399 -5.644 6.353 0.110
H 3.095 -4.931 4.724 0.068
H 4.588 -6.237 3.564 0.117
H 4.804 -7.385 4.951 0.105
H 6.679 -5.743 4.611 0.113
H 5.995 -5.720 6.199 0.111
H 5.450 -3.827 3.816 0.080
H 6.510 -3.430 5.032 0.079
H 4.802 -3.452 5.460 0.073
C -5.063 0.573 -1.659 -0.037
C -6.373 -0.029 -2.084 -0.296
C -6.954 0.735 -3.260 -0.203
O -8.233 0.214 -3.524 -0.198
C -8.944 0.863 -4.564 -0.076
N -6.218 -1.475 -2.572 0.249
H -7.175 -1.811 -2.682 0.165
H -5.677 -1.471 -3.433 0.160
H -5.786 -2.042 -1.819 0.116
H -4.345 0.520 -2.483 0.072
H -4.641 0.217 -0.724 0.072
H -5.132 1.651 -1.486 0.101
H -7.082 -0.036 -1.257 0.160
H -6.286 0.677 -4.129 0.147
H -7.098 1.771 -2.931 0.146
H -9.028 1.927 -4.327 0.096
H -9.921 0.387 -4.600 0.096
H -8.490 0.729 -5.551 0.094
C -3.828 1.556 5.209 0.029
C -4.667 1.065 4.071 -0.401
O -4.952 1.662 3.098 0.201
N -5.293 -0.309 4.289 0.103
H -5.187 -0.596 5.257 0.167
H -6.236 -0.153 3.928 0.176
C -4.747 -1.398 3.307 0.045
H -3.879 2.647 5.240 0.095
H -2.767 1.322 5.120 0.101
H -4.245 1.360 6.203 0.098
H -5.501 -2.170 3.403 0.100
H -3.744 -1.590 3.668 0.081
H -4.748 -0.995 2.301 0.081
C -0.271 0.783 1.467 0.047
C -1.169 -0.398 1.260 -0.370
O -2.151 -0.539 1.920 0.129
N -0.826 -1.449 0.235 0.091
H 0.041 -1.917 0.524 0.107
H -1.515 -2.201 0.418 0.100
C -0.877 -0.930 -1.173 0.029
H 0.637 0.432 1.975 0.107
H -0.666 1.359 2.304 0.065
H -0.052 1.464 0.654 0.071
H -1.849 -0.444 -1.169 0.088
H -0.956 -1.755 -1.878 0.094
H 0.019 -0.357 -1.376 0.082
P -1.697 2.459 -3.251 0.208
F -2.047 2.618 -4.802 -0.130
F -0.281 1.726 -3.757 -0.209
F -1.047 3.946 -3.218 -0.159
F -1.123 2.239 -1.733 -0.179
F -3.074 3.058 -2.707 -0.130
F -2.320 0.954 -3.202 -0.188
P -3.780 -3.527 -0.073 0.196
F -4.594 -3.477 1.331 -0.158
F -2.399 -3.577 0.779 -0.150
F -3.928 -5.111 -0.157 -0.106
F -2.908 -3.431 -1.412 -0.125
F -5.221 -3.401 -0.846 -0.176
F -3.769 -1.880 0.011 -0.184
P -0.477 4.069 3.990 0.201
F -0.819 5.643 3.666 -0.187
F 0.053 4.385 5.454 -0.118
F -2.059 3.900 4.316 -0.169
F -0.263 2.501 4.261 -0.158
F -0.870 3.774 2.384 -0.226
F 1.020 4.298 3.359 -0.188
P 2.453 -2.421 1.395 0.185
F 1.019 -2.102 2.138 -0.183
F 3.161 -1.166 2.081 -0.122
F 2.823 -3.391 2.631 -0.157
F 3.815 -2.844 0.660 -0.143
F 1.639 -3.608 0.626 -0.169
F 2.036 -1.426 0.150 -0.176
```

For the LUMO energy, the calculation gives -3.880 eV. Its net charge is +2.



Record 4
Below is an isolated molecule of C7H14 in a non-equilibrium geometry, with properties calculated with the ωB97M-V functional and the def2-TZVPD basis.

Structure (XYZ):
```
21
Properties=species:S:1:pos:R:3:nbo_charge:R:1
C -0.873 -2.149 0.848 -0.610
C -0.902 -1.043 -0.157 -0.343
C 0.190 0.080 0.300 -0.126
C 1.466 -0.318 1.077 -0.623
C 0.384 0.251 -1.283 -0.352
C 0.429 1.402 -0.411 -0.227
C -0.592 2.493 -0.530 -0.602
H -1.662 -2.869 0.633 0.209
H 0.086 -2.680 0.792 0.200
H -0.978 -1.708 1.836 0.204
H -0.778 -1.584 -1.138 0.170
H -1.875 -0.559 -0.267 0.208
H 1.384 -1.257 1.629 0.214
H 1.770 0.435 1.828 0.215
H 2.322 -0.403 0.391 0.193
H 1.215 -0.341 -1.620 0.212
H -0.497 0.212 -1.928 0.204
H 1.461 1.736 -0.319 0.224
H -0.501 3.196 0.303 0.213
H -1.603 2.073 -0.512 0.208
H -0.446 3.032 -1.471 0.207
```

For the LUMO energy, the calculation gives 1.115 eV. Its net charge is 0. The value obtained for the energy above the lowest of the compared OMol25 structures with the same formula, charge and spin is 82.0 kcal per mole. The SMILES is CC[C@@]1(C)C[C@H]1C.



Which of these has the highest net charge?
C58H136F24N3O3P7



Number 4 is which compound?
C7H14



Which value of net charge does entry 3 give?
+2